The following is a quantum chemistry calculation of a 2-piece molecular cluster, C6H14N2O2 overall, from the OMol25 dataset.

Bonds (Å) are listed after each position.
Atoms and positions in Å:
1 C -0.444 2.188 -0.930  C3 1.518, H6 1.083, H9 1.098, H10 1.089
2 C -0.438 -1.049 -2.985  N5 1.452, H8 1.086, H11 1.072, H12 1.090
3 C -0.893 0.821 -1.411  C1 1.518, O4 1.222, N5 1.368
4 O -1.870 0.268 -0.930  C3 1.222
5 N -0.085 0.190 -2.317  C2 1.452, C3 1.368, H7 1.009
6 H -1.340 2.792 -0.862  C1 1.083
7 H 0.531 0.793 -2.841  N5 1.009
8 H -0.234 -0.966 -4.049  C2 1.086
9 H -0.152 2.046 0.119  C1 1.098
10 H 0.324 2.624 -1.568  C1 1.089
11 H 0.133 -1.869 -2.596  C2 1.072
12 H -1.484 -1.311 -2.823  C2 1.090
13 C 0.732 -1.486 0.345  N17 1.382, H19 1.082, H21 1.130, H22 1.103
14 C 0.072 0.372 3.525  C15 1.509, H20 1.094, H23 1.076, H24 1.090
15 C 0.924 -0.186 2.412  C14 1.509, O16 1.194, N17 1.429
16 O 2.001 0.222 2.098  C15 1.194
17 N 0.366 -1.265 1.659  C13 1.382, C15 1.429, H18 1.018
18 H -0.477 -1.680 2.050  N17 1.018
19 H 0.464 -2.460 -0.043  C13 1.082
20 H 0.099 1.449 3.341  C14 1.094
21 H 0.322 -0.643 -0.286  C13 1.130
22 H 1.789 -1.217 0.178  C13 1.103
23 H -0.961 0.078 3.449  C14 1.076
24 H 0.620 0.288 4.463  C14 1.090

Computed properties:
Maximum force: 1.52 eV/A
Net charge: +1
Energy above the lowest of the compared OMol25 structures with the same formula, charge and spin: 100.05 kJ/mol
Spin multiplicity: 2
Total energy: -496.69367 Ha
LUMO level (alpha / beta): -3.163 / -8.467 eV
HOMO-LUMO gap (alpha / beta): 0.3801 / 0.1820 Ha